A molecular structure, C38H33N2PTi. Source: the Open Molecules 2025 dataset; level of theory: ωB97M-V/def2-TZVPD.

```
75
Properties=species:S:1:pos:R:3:forces:R:3
Ti 1.002702 0.164060 1.595858 0.7895 0.5083 -0.0657
C 0.566355 1.463071 3.607217 -0.0032 0.0365 -0.0433
C 1.725793 1.997433 2.992991 -0.0639 -0.1011 -0.0530
C 2.722085 1.003425 3.042319 0.1310 -0.0532 -0.1138
C 2.181571 -0.143539 3.664769 0.0774 -0.0480 0.0787
C 0.853312 0.151415 4.030048 -0.0317 -0.1110 -0.0786
H -0.370054 1.983516 3.743242 0.0186 -0.0318 0.0097
H 1.843553 2.997970 2.601736 -0.0289 -0.0508 0.0133
H 3.728704 1.095561 2.660261 -0.0562 0.0004 0.0196
H 2.706571 -1.068314 3.848915 -0.0289 0.0369 0.0021
H 0.172043 -0.517566 4.536833 0.0222 0.0409 -0.0280
C -0.473304 -3.143822 -1.132168 0.1460 -0.0473 -0.0083
C -1.394924 -1.968415 -1.308613 -0.1358 0.0278 -0.0035
C -2.760612 -2.249460 -1.367461 0.0483 -0.0269 0.0082
C -3.718568 -1.261883 -1.502442 -0.0389 0.0313 0.0091
C -3.320526 0.061552 -1.578094 0.0289 0.0063 -0.0116
C -1.972494 0.364115 -1.520768 0.0559 0.0709 -0.1043
C -0.991543 -0.625269 -1.404746 0.0697 -0.0561 0.0583
P 0.707453 -0.035574 -1.055977 -0.1936 0.0844 0.1993
C 0.983259 1.372031 -2.181564 -0.0090 -0.1095 -0.0405
C 0.298397 1.502309 -3.388652 -0.0745 -0.0633 -0.0592
C 0.582997 2.534651 -4.265133 0.0737 0.0619 0.0274
C 1.572582 3.451632 -3.942496 -0.0321 -0.0671 0.0211
C 2.278930 3.310184 -2.759723 -0.0356 0.0203 -0.0123
C 2.008452 2.274109 -1.871678 0.0222 0.0827 0.0371
C 2.861769 2.124516 -0.644747 -0.0034 -0.0342 0.1577
C 1.917057 -1.252286 -1.574002 0.1068 -0.0262 0.0228
C 2.076115 -1.690122 -2.888091 -0.0411 -0.0384 -0.0311
C 2.990604 -2.684030 -3.171815 0.0204 -0.0089 0.0692
C 3.748156 -3.229005 -2.134706 -0.0206 -0.0013 -0.1397
C 3.612942 -2.763067 -0.841829 -0.0058 0.0217 0.0640
C 2.702192 -1.747816 -0.531819 -0.0109 -0.0474 -0.1515
C 2.603077 -1.176270 0.853387 -0.0414 0.0337 0.3076
H -1.051842 -4.006957 -0.805399 0.0227 -0.0426 -0.0184
H 0.316559 -2.969125 -0.403184 -0.0184 0.0437 -0.0302
H 0.029670 -3.406753 -2.063013 0.0006 0.0003 -0.0437
H -3.069890 -3.284606 -1.301734 -0.0357 -0.0429 -0.0016
H -4.766113 -1.524090 -1.545412 -0.0566 -0.0206 -0.0110
H -4.044715 0.857051 -1.682981 -0.0591 0.0274 0.0009
H -1.673406 1.403710 -1.568131 0.0084 0.0228 -0.0333
H -0.462205 0.782519 -3.661335 -0.0419 -0.0087 0.0545
H 0.040575 2.615740 -5.195872 -0.0243 0.0102 -0.0452
H 1.805903 4.264936 -4.614398 0.0021 0.0372 -0.0398
H 3.066825 4.010538 -2.518687 0.0508 0.0492 0.0043
H 3.465803 3.014783 -0.479836 0.0471 0.0125 -0.0111
H 3.533940 1.267889 -0.733995 0.0063 -0.0109 -0.0071
H 2.264522 1.963067 0.263313 0.0574 0.0772 -0.1255
H 1.471201 -1.262774 -3.679598 -0.0051 0.0110 -0.0107
H 3.116623 -3.039593 -4.184308 0.0060 -0.0135 -0.0396
H 4.462347 -4.011862 -2.351044 0.0232 -0.0307 0.0012
H 4.230446 -3.175481 -0.053116 0.0093 -0.0055 0.0105
H 3.516204 -0.584952 1.023863 -0.0810 -0.0219 -0.0145
H 2.691897 -1.986356 1.592458 0.0226 0.0102 -0.0636
C -1.846773 3.609341 0.741886 0.0809 -0.0788 0.0081
C -0.699246 2.806011 0.699443 -0.0900 -0.0845 0.0597
N -0.711208 1.540185 1.076755 -0.0751 -0.0062 0.0943
C -1.877675 0.999963 1.487677 -0.2051 -0.3310 0.2142
C -3.068332 1.727228 1.609869 0.2321 0.2643 -0.3035
C -3.021818 3.076942 1.215225 0.0891 -0.0180 -0.0108
C -4.268638 1.089014 2.062137 0.0235 -0.1105 0.0090
C -4.274028 -0.228046 2.348689 0.0738 0.0513 -0.0290
C -3.075598 -1.007500 2.221948 0.0521 -0.3174 -0.0739
C -3.048784 -2.394521 2.465448 0.1083 0.0653 -0.0256
C -1.872347 -3.092941 2.328567 0.0363 0.2350 -0.0390
C -0.713974 -2.390281 1.980299 -0.0450 -0.0147 0.0617
N -0.716822 -1.092015 1.726498 -0.2965 -0.0919 0.2419
C -1.878651 -0.404876 1.820928 -0.3439 0.1501 -0.0170
H -1.783806 4.637216 0.417395 -0.0185 0.0330 -0.0054
H 0.254235 3.196825 0.361545 -0.0610 0.0449 -0.0018
H -3.916140 3.682215 1.277397 -0.0339 0.0343 0.0039
H -5.167616 1.682915 2.150226 -0.0368 0.0224 0.0072
H -5.176294 -0.725427 2.675764 -0.0490 -0.0094 0.0099
H -3.962789 -2.891595 2.761718 -0.0156 -0.0638 0.0114
H -1.810745 -4.155591 2.505462 -0.0490 -0.0460 0.0224
H 0.248058 -2.887836 1.916478 -0.0663 0.0258 0.0256
```
Forces are in eV/Å.

The calculation puts the relative energy (zero: lowest compared OMol25 entry of this formula, charge and spin) at 4.8 kcal/mol. Its total charge is +1. For the HOMO energy (spin up / spin down), the calculation gives -10.3 / -10.7 eV. As for the expectation value of S²: 0.756. For the lowest unoccupied orbital energy (spin up / spin down), the calculation gives -3.40 / -3.46 eV. The HOMO-LUMO gap (spin up / spin down) comes out at 6.94 / 7.28 eV. Its multiplicity is 2.

***

A molecular structure, C26H22ClO2SbZr. Source: the Open Molecules 2025 dataset; level of theory: ωB97M-V/def2-TZVPD.

```
53
Properties=species:S:1:pos:R:3:forces:R:3
Cl 2.203394 -2.207591 3.902801 -0.5752 0.4191 -0.8365
C 1.527787 0.815656 -1.460507 -0.0616 -0.6686 -0.2421
C 0.338571 0.459972 -2.203494 0.7390 -0.7014 -0.0114
C 0.158285 -0.972865 -2.081669 0.9401 0.5475 -0.0220
H -0.225901 1.123268 -2.861935 0.1479 -0.2468 0.3875
C 1.211577 -1.491653 -1.244544 0.2502 0.7285 -0.5119
C 2.053979 -0.380439 -0.855651 -0.4345 -0.1335 -1.1561
H 2.974679 -0.483121 -0.272706 -0.4565 0.1563 0.0092
H 1.957378 1.816368 -1.385212 -0.1282 -0.3386 -0.0562
H -0.587949 -1.578567 -2.593930 0.0517 0.1902 0.2288
C 1.401319 -2.906362 -0.820211 0.1335 -0.4460 0.2833
Zr -0.128235 -0.018076 0.057972 -0.1943 -0.3184 1.7511
C -1.361870 -1.810189 0.767671 -1.7556 -5.2855 1.2769
O -1.884074 -2.804391 1.070453 1.8976 4.3064 -1.2163
C 0.254453 1.973378 1.192893 1.2402 5.8955 3.2122
O 0.437016 2.965839 1.768174 -0.7935 -4.7690 -2.8076
H 0.448750 -3.444818 -0.752006 0.2326 0.0523 -0.1246
H 1.892840 -2.954962 0.162150 -0.0718 -0.0619 -0.2835
H 2.035778 -3.433062 -1.546876 -0.1392 0.1261 0.1493
C -7.319432 -1.062133 1.445560 0.4450 0.1853 -0.0271
C -6.682072 -1.169331 0.201133 0.1285 0.2070 0.2328
C -5.400173 -0.634167 0.017169 -0.0528 -0.1305 -0.0982
C -4.749629 0.003985 1.078346 -0.0297 -0.4958 -0.1562
C -5.380417 0.108399 2.321706 0.2497 0.1195 0.2312
C -6.664808 -0.421388 2.506303 0.1131 -0.0191 -0.4450
Sb -2.777439 0.838274 0.730463 -2.6511 1.2321 0.7302
C -3.347583 2.536208 -0.495538 0.1923 -0.1295 0.3038
C -2.659980 2.797256 -1.681903 0.1916 0.2994 -0.0775
C -2.981316 3.931830 -2.436584 -0.1845 0.0070 0.0203
C -4.018941 4.782644 -2.027388 0.1980 -0.3718 0.2121
C -4.733921 4.491796 -0.857971 0.2978 -0.3664 -0.0625
C -4.400803 3.362038 -0.092240 -0.0836 0.2607 0.0407
C -2.392761 1.473913 2.797115 0.4513 0.2419 -0.6856
C -2.567595 2.813977 3.134049 -0.1622 0.3352 0.1756
C -2.492525 3.205323 4.477730 0.0341 -0.0955 -0.2133
C -2.196205 2.262701 5.468378 0.0031 -0.1866 -0.2042
C -1.915808 0.940069 5.104726 -0.0340 0.0338 -0.1078
C -1.995070 0.547892 3.760314 0.1211 -0.3069 0.1821
H -8.319140 -1.474715 1.588549 0.3212 0.1113 -0.0533
H -7.182386 -1.667433 -0.629641 0.1524 0.1520 0.2253
H -4.914061 -0.718141 -0.958814 -0.2299 -0.0131 0.2408
H -4.879563 0.604271 3.157867 -0.1874 -0.1930 -0.2374
H -7.146865 -0.329843 3.479768 0.1433 -0.0152 -0.2808
H -1.865549 2.126844 -2.028623 -0.3229 0.3081 0.1443
H -2.422140 4.150450 -3.351116 -0.2542 -0.0952 0.3224
H -4.268555 5.664862 -2.619245 0.0845 -0.2899 0.1930
H -5.548405 5.139606 -0.534894 0.2018 -0.1959 -0.0933
H -4.971967 3.141249 0.814047 0.1816 0.0725 -0.2765
H -2.761098 3.559356 2.358241 -0.1091 -0.1707 0.2907
H -2.667379 4.250384 4.743295 0.0616 -0.3573 -0.0846
H -2.168300 2.560994 6.520527 0.0397 -0.1197 -0.4282
H -1.640434 0.203499 5.863998 -0.0548 0.2747 -0.2924
H -1.727887 -0.478657 3.480966 -0.2779 0.2594 0.2486
```
Forces are in eV/Å.

Its total charge is +2. For the HOMO energy (spin up / spin down), the calculation gives -13.5 / -13.5 eV. For the lowest unoccupied orbital energy (spin up / spin down), the calculation gives -10.28 / -10.27 eV. The HOMO-LUMO gap (spin up / spin down) comes out at 3.22 / 3.22 eV.

***

A molecular structure, C26H41BrCuN6P2. Source: the Open Molecules 2025 dataset; level of theory: ωB97M-V/def2-TZVPD.

```
77
Properties=species:S:1:pos:R:3:forces:R:3
C 2.701210 5.004971 -0.874376 0.4275 -0.6029 -0.0348
C 1.709240 4.277942 -1.563895 0.8117 0.8923 -0.5447
C 1.819236 4.252157 -2.972970 0.3943 -0.3894 0.1696
C 3.086859 4.480104 -3.511380 -0.0157 0.8426 -0.0135
N 4.146872 4.900943 -2.806008 -0.3878 -0.7221 0.4979
C 3.931018 5.172467 -1.511853 -0.2181 0.6335 -0.4431
C 0.726740 3.584169 -0.815037 -2.3212 0.4402 0.6966
C -0.205155 3.178310 -0.142231 0.8869 0.7327 -0.2604
C -1.309318 2.697634 0.634753 0.1857 -0.3922 0.5474
C -1.084424 1.563263 1.460384 -0.6745 0.6367 0.1798
C -2.194409 0.778553 1.863664 -0.5107 1.3580 -0.5788
C -3.452319 1.206766 1.448191 -0.7488 0.0547 0.3093
C -3.687369 2.534954 1.055283 0.2597 -0.7637 0.0072
C -2.586798 3.288386 0.637411 -0.0738 -0.5185 -0.0953
Cu -0.914000 -0.714360 1.215137 1.4711 -0.6413 -0.7323
P 1.209081 -0.397439 0.363953 1.5890 -0.5657 -0.6593
H 0.972189 4.132656 -3.655987 0.2779 -0.7070 0.4850
H 2.547753 5.438159 0.119722 0.0849 -0.8185 -0.1366
H 3.252769 4.353654 -4.581809 -0.1008 0.1207 0.2100
H 4.771876 5.567432 -0.943438 -0.1375 0.0961 -0.2164
H -2.734171 4.306424 0.286744 0.0955 -0.2414 -0.1716
H -0.045041 1.425703 1.772031 -0.5387 -0.1700 0.0056
H -4.698122 2.936222 1.037653 0.2192 -0.1136 -0.1871
H -2.213629 -0.152680 2.450762 -0.0657 0.6642 0.2952
C 1.889360 -2.083228 0.714159 -0.2475 0.0255 0.1060
C 3.074285 -2.595176 -0.094627 0.3767 -0.2387 -0.1440
H 1.039901 -2.774959 0.583921 0.2235 0.2016 0.1437
H 2.134844 -2.091409 1.788675 -0.1733 0.0113 -0.2311
H 3.226559 -3.655091 0.148949 -0.0078 0.2481 -0.0781
H 2.922403 -2.534567 -1.179028 -0.0466 0.0521 0.2078
H 4.004531 -2.074279 0.151530 -0.2133 -0.0697 -0.1242
C 1.447578 0.009950 -1.428246 -0.7529 -0.1725 0.0818
C 2.808182 0.523759 -1.890066 0.3729 0.0815 -0.1176
H 0.688658 0.786531 -1.621565 0.1117 -0.2389 -0.0970
H 1.173467 -0.884413 -2.006663 0.0824 0.3851 0.2538
H 2.808777 0.565529 -2.987377 -0.0433 -0.0109 0.2561
H 3.007390 1.547219 -1.543426 -0.0069 -0.3206 0.0277
H 3.632540 -0.136303 -1.590020 -0.2668 0.2238 -0.1534
C 2.302052 0.822670 1.201951 -0.3665 0.2103 0.4136
C 3.788049 0.474620 1.224411 0.4765 -0.0454 0.0659
H 1.945409 0.923647 2.240584 0.1022 0.0036 -0.2397
H 2.130068 1.791331 0.705188 -0.0350 -0.2723 0.1676
H 4.322845 1.203375 1.845750 -0.1815 -0.1175 -0.0919
H 3.974029 -0.513197 1.659492 -0.0449 0.2240 -0.0435
H 4.248504 0.511629 0.232385 -0.1686 -0.0480 0.3098
Br -4.816498 -0.150744 1.525650 0.1664 0.9063 0.1745
P -1.599977 -1.631086 -0.776132 -0.9916 -0.3741 -0.5011
C -0.623317 -2.551603 -2.039519 0.5777 0.1902 0.2083
C -1.234611 -3.818098 -2.624370 -0.1808 -0.2659 -0.1463
H 0.338023 -2.795178 -1.559556 -0.2264 0.0069 -0.2295
H -0.411646 -1.847458 -2.859221 0.0027 -0.1234 0.3682
H -0.463277 -4.330627 -3.214620 -0.2375 0.0997 0.1514
H -1.575111 -4.510054 -1.849966 0.0522 0.0306 -0.1408
H -2.073395 -3.601186 -3.294547 0.1603 -0.0484 0.1992
C -2.675338 -2.849825 0.097875 0.0260 -0.0893 0.1835
C -4.075343 -3.113871 -0.446320 -0.4072 -0.2101 -0.1499
H -2.778065 -2.475144 1.132842 0.0726 -0.2286 -0.2434
H -2.108217 -3.794304 0.143064 -0.0636 0.3449 0.1466
H -4.612079 -3.744060 0.278309 0.1347 0.1525 -0.2648
H -4.664493 -2.199353 -0.572337 0.2002 -0.1448 0.0050
H -4.061925 -3.647505 -1.403799 0.0665 0.1128 0.1978
C -2.633989 -0.453223 -1.756699 0.3562 0.2180 0.4784
C -3.071813 -0.947785 -3.133840 -0.2196 -0.1057 -0.2093
H -1.990103 0.438349 -1.862319 -0.2962 -0.1416 0.0348
H -3.494838 -0.162682 -1.128959 0.3436 -0.1025 -0.2199
H -3.687097 -0.171473 -3.604849 0.1204 -0.2013 0.0819
H -2.224540 -1.140015 -3.803530 -0.1876 0.0866 0.1938
H -3.671681 -1.864741 -3.076769 0.1030 0.2723 0.0166
N -0.538058 -2.683443 6.282900 -0.2744 -0.0112 -0.2921
N -0.739878 -1.670697 5.369024 2.3354 0.8847 -1.8962
N -0.188434 -0.449526 5.623224 -1.2040 -1.3319 -1.5360
C -0.064431 0.031277 4.383159 0.2145 -0.2174 0.8119
N -0.423655 -0.848535 3.424929 -0.0657 -0.8713 0.7565
N -0.808544 -1.969931 4.045682 -0.0262 1.3627 1.6198
H -1.237064 -3.398528 6.138210 -0.1434 -0.0619 0.3663
H -0.461105 -2.298654 7.217870 -0.3145 -0.0249 -0.0521
H 0.350957 1.015706 4.221903 -0.1947 -0.0718 -0.1562
```
Forces are in eV/Å.

The calculation puts the relative energy (zero: lowest compared OMol25 entry of this formula, charge and spin) at 0.0 kcal/mol. Its total charge is +2. For the HOMO energy (spin up / spin down), the calculation gives -13.8 / -13.8 eV. As for the expectation value of S²: 0.755. For the lowest unoccupied orbital energy (spin up / spin down), the calculation gives -5.62 / -8.17 eV. The HOMO-LUMO gap (spin up / spin down) comes out at 8.20 / 5.65 eV. Its multiplicity is 2.

***

no.,calculated total energy (hartree),strongest force on any atom (hartree/bohr)
1,-2768.08252,0.0183
2,-1901.15186,0.1328
3,-6240.34266,0.0610